1.
C20H28NO3PSn | wB97M-V/def2-TZVPD

CARTESIAN COORDINATES (ANGSTROEM)
C1 0.58015 3.00480 -3.31442
C2 -0.71508 2.65347 -2.94079
C3 -0.93734 1.57295 -2.05677
C4 0.14251 0.86562 -1.53549
C5 1.44637 1.29045 -1.83311
C6 1.65837 2.34978 -2.72090
C7 -2.38982 1.25375 -1.81172
C8 -2.85747 -0.20328 -1.64125
N1 -1.83453 -1.23598 -1.99137
Sn1 -0.34460 -0.96943 -0.29514
C9 2.66508 0.70702 -1.17267
P1 2.38712 -1.04655 -0.68543
H1 -1.58785 3.18608 -3.34172
H2 2.68548 2.63151 -2.93813
H3 0.74182 3.81748 -4.02899
H4 2.91634 1.27062 -0.25784
H5 3.53342 0.74389 -1.84508
H6 -2.71641 1.80336 -0.91596
H7 -2.96674 1.65941 -2.65900
H8 -3.17143 -0.37875 -0.60364
C10 3.89692 -1.42494 0.24260
C11 2.64088 -1.88633 -2.29282
H9 -3.69383 -0.40270 -2.32493
C12 -1.31802 -0.98376 -3.36959
C13 -2.48970 -2.57699 -1.87990
H10 0.64340 -3.19750 3.17205
H11 -1.62876 -1.82494 -4.00560
H12 -1.76791 -0.05288 -3.73860
H13 -0.22378 -0.87807 -3.36632
H14 -2.70185 -2.93848 -2.89408
H15 -1.85755 -3.30628 -1.35306
H16 -3.44639 -2.50280 -1.34155
H17 3.70167 -1.79129 -2.57908
H18 2.37858 -2.95083 -2.18048
H19 2.01061 -1.45008 -3.08339
H20 4.79359 -1.31620 -0.39169
H21 4.00312 -0.75921 1.11314
H22 3.85617 -2.45766 0.62160
H23 0.00732 -3.28233 2.75748
O1 0.68988 2.26106 3.14623
C14 0.02148 1.57857 4.08177
C15 0.35323 1.77476 5.43518
C16 -0.15511 0.89290 6.38806
C17 -1.03203 -0.13244 6.01004
C18 -1.45725 -0.23949 4.68632
C19 -0.94455 0.59444 3.70114
C20 -1.20760 0.33215 2.25198
O2 -2.19558 -0.30034 1.81831
O3 -0.23724 0.72026 1.45967
H24 0.45823 1.79485 2.25462
H25 1.07094 2.55602 5.68021
H26 0.15320 1.00882 7.42325
H27 -1.39177 -0.83427 6.76572
H28 -2.16574 -1.00024 4.38114

Values from the calculation:
Total energy in hartree: -1614.9864
HOMO-LUMO gap in eV: 7.68



2.
C20H28NO3Re | wB97M-V/def2-TZVPD

CARTESIAN COORDINATES (ANGSTROEM)
O1 2.01846 -0.11098 -1.28783
C1 2.28433 -0.44167 -2.69325
C2 3.62801 0.24783 -2.80120
H1 1.51425 0.02358 -3.31639
H2 2.33204 -1.53005 -2.86517
C3 3.31555 0.57067 -1.30519
H3 3.66675 1.10444 -3.46721
H4 4.46290 -0.44742 -2.93866
C4 3.21270 2.05303 -1.00936
H5 2.30098 2.48302 -1.43485
H6 4.08076 2.55551 -1.46750
H7 3.26004 2.21251 0.07469
C5 4.32170 -0.10641 -0.39665
H8 4.30237 -1.19216 -0.55948
H9 4.08920 0.13485 0.64120
H10 5.33194 0.26765 -0.62807
Re1 -1.62935 -0.22511 2.25209
C6 -1.84452 -1.74337 3.76149
C7 -2.40566 -2.25004 2.54346
C8 -1.38969 -2.17186 1.51396
H11 -3.40606 -2.63997 2.40305
C9 -0.16317 -1.76980 2.16787
C10 -0.45610 -1.42463 3.51875
H12 0.23640 -1.05150 4.28254
H13 -2.39541 -1.56115 4.68449
H14 -1.55263 -2.31625 0.45588
H15 0.79076 -1.69760 1.64774
C11 -2.23888 1.56214 3.70489
C12 -0.86246 1.15456 3.73252
C13 -0.26405 1.46707 2.44227
H16 -0.34676 0.81183 4.62102
C14 -1.28782 2.15767 1.66958
C15 -2.44577 2.31562 2.48861
H17 -3.34267 2.87057 2.21372
H18 -2.92129 1.36615 4.53197
H19 0.78975 1.39861 2.18338
H20 -1.13417 2.52052 0.65198
O2 -0.41580 0.94518 -2.69206
C16 -0.84806 0.21739 -1.49899
C17 -0.83854 -1.28634 -1.86037
H21 -1.85799 0.58109 -1.21598
H22 -0.17232 0.47045 -0.65914
C18 -1.19829 -1.28373 -3.35099
H23 -1.49065 -1.91374 -1.24821
H24 0.19794 -1.61183 -1.70240
C19 -0.96696 0.18199 -3.82464
H25 -2.26757 -1.50696 -3.48836
H26 -0.60038 -2.03969 -3.89986
H27 -1.93027 0.65417 -4.13067
H28 -0.24563 0.21292 -4.67995
O3 -5.57167 -0.17533 0.48027
C20 -4.40933 -0.06564 0.77151
N1 -3.23696 0.02221 0.98351

Values from the calculation:
Total energy in hartree: -1137.2278
Charge: +1
Energy relative to the best compared isomer or geometry (same formula, charge and spin) in kcal per mole: 8.09
2S+1: 4
HOMO-LUMO gap (spin up / spin down) in eV: 7.56 / 5.65



3.
C20H29Br2CrI2N4O | wB97M-V/def2-TZVPD

CARTESIAN COORDINATES (ANGSTROEM)
Cr1 -0.05281 -0.24047 0.40862
I1 -0.40368 -4.30439 -6.25178
C1 -0.06254 -2.99613 -4.64597
C2 1.10927 -2.26233 -4.57972
C3 1.33627 -1.43108 -3.49910
I2 3.13849 -0.34352 -3.49435
C4 0.41801 -1.27806 -2.43660
O1 0.65279 -0.50043 -1.40290
C5 -0.78617 -2.00996 -2.57483
C6 -1.87630 -1.81759 -1.56321
N1 -1.36034 -1.82345 -0.18212
C7 -2.43907 -1.97557 0.79366
C8 -1.96168 -1.57398 2.15483
C9 -2.57874 -2.09498 3.27746
C10 -2.18294 -1.68661 4.53933
C11 -1.17413 -0.74127 4.61436
C12 -0.61057 -0.26831 3.44923
N2 -0.95635 -0.66530 2.21085
C13 -1.00776 -2.85859 -3.64774
H1 1.84455 -2.32835 -5.36938
H2 -2.62691 -2.60323 -1.68682
H3 -2.37277 -0.85554 -1.72935
H4 -0.73980 -2.62835 -0.09582
H5 -2.84199 -2.99185 0.81171
H6 -3.25633 -1.31506 0.49665
H7 -3.36722 -2.82539 3.15431
H8 -2.64994 -2.08658 5.42857
H9 -0.81818 -0.36530 5.56301
H10 0.14026 0.49424 3.50680
H11 -1.94156 -3.40433 -3.71291
C14 0.55289 3.86320 -0.72944
N3 0.81344 2.47234 -1.09290
C15 0.56742 2.33484 -2.53002
C16 2.20029 2.13552 -0.79393
C17 2.43259 1.79883 0.66946
N4 1.96420 0.45854 1.13006
C18 2.84570 -0.57744 0.53371
C19 2.28437 0.41950 2.57380
H12 1.16321 4.55066 -1.33330
H13 0.77733 4.04788 0.31772
H14 -0.49580 4.10242 -0.90968
H15 1.22021 2.99775 -3.11465
H16 -0.46920 2.59145 -2.75260
H17 0.74823 1.30863 -2.83857
H18 2.86200 2.97595 -1.05203
H19 2.49075 1.29420 -1.41840
H20 1.95300 2.55040 1.29838
H21 3.51272 1.84716 0.85415
H22 3.88806 -0.40212 0.82377
H23 2.78191 -0.57054 -0.54480
H24 2.54950 -1.56233 0.89957
H25 3.36597 0.50456 2.71619
H26 1.95819 -0.52172 3.01424
H27 1.83089 1.25997 3.09532
Br1 -2.48740 1.37936 0.01590
C20 -3.04126 2.40557 1.58453
Br2 -1.58854 3.13826 2.60392
H28 -3.61516 1.74822 2.22368
H29 -3.63741 3.23071 1.21914

Values from the calculation:
Total energy in hartree: -7861.4917
Charge: +1
2S+1: 5
HOMO-LUMO gap (spin up / spin down) in eV: 6.93 / 6.86



4.
C20H29Br45NOPS | wB97M-V/def2-TZVPD

CARTESIAN COORDINATES (ANGSTROEM)
C1 5.08912 -2.81343 1.71855
C2 4.39422 -1.72748 0.67996
P1 2.59138 -2.13737 0.20192
S1 2.38249 -1.45425 -1.84596
C3 1.30794 -1.14072 1.20597
C4 -0.20635 -1.55751 0.65146
O1 -1.09481 -0.36948 0.49652
C5 -0.93995 -2.70351 1.61114
N1 -0.59722 -4.10011 1.05392
H1 5.42468 -3.73218 1.06512
H2 4.26335 -3.13819 2.49272
H3 6.03042 -2.30538 2.21179
H4 5.03653 -1.79692 -0.32325
H5 4.54769 -0.61870 1.06426
H6 2.21404 -2.62738 -2.62782
H7 1.30877 -1.33929 2.35960
H8 1.47989 0.02517 1.03001
H9 -0.09810 -2.03972 -0.40971
H10 -0.64393 0.18811 -0.22725
H11 -2.12096 -2.53896 1.63829
H12 -0.52234 -2.61429 2.71821
H13 0.42689 -4.22561 1.21441
H14 -0.75663 -4.08754 0.01522
C6 3.18656 1.29294 -5.39373
Br1 3.52319 2.34661 -3.79350
Br2 2.04544 -0.23879 -5.02506
Br3 2.48743 2.38385 -6.84479
H15 4.15256 0.89929 -5.72644
C7 1.63380 -4.94035 4.49960
Br4 2.70932 -5.35541 2.93267
Br5 1.57569 -3.02806 4.85181
Br6 -0.14934 -5.70845 4.37767
H16 2.12571 -5.40883 5.35830
C8 1.28949 -3.27083 8.89488
Br7 2.33664 -4.57809 7.90552
Br8 1.98766 -1.46841 8.67551
Br9 -0.60191 -3.37340 8.45159
H17 1.38330 -3.52309 9.95619
C9 6.33967 5.79165 -4.76037
Br10 5.19717 4.59227 -5.78039
Br11 6.18266 5.48675 -2.84552
Br12 8.18954 5.71075 -5.35694
H18 5.98615 6.81003 -4.95204
C10 -0.60244 3.93961 -2.78270
Br13 -0.01173 2.21547 -2.10247
Br14 -1.51276 4.98338 -1.41664
Br15 0.85632 4.93329 -3.60065
H19 -1.33421 3.73831 -3.57187
C11 -4.51909 -1.12893 8.61164
Br16 -5.14230 -2.59679 9.72576
Br17 -3.32789 0.06265 9.58399
Br18 -3.71490 -1.76578 6.95872
H20 -5.40063 -0.54235 8.33306
C12 6.66001 1.60549 -8.27156
Br19 5.51750 0.40611 -9.29158
Br20 6.50299 1.30059 -6.35671
Br21 8.50987 1.52459 -8.86813
H21 6.30648 2.62387 -8.46323
C13 1.83373 6.42754 -8.35878
Br22 0.69624 4.85267 -8.45972
Br23 2.33167 6.84446 -6.52506
Br24 3.39111 6.27072 -9.51393
H22 1.24410 7.27216 -8.72991
C14 -8.60812 -4.69724 9.29398
Br25 -7.88779 -5.24958 11.01454
Br26 -7.42119 -5.16980 7.82695
Br27 -10.41054 -5.37319 9.01328
H23 -8.67553 -3.60455 9.31146
C15 -2.40452 6.73068 -5.63248
Br28 -3.76783 5.56197 -4.88431
Br29 -2.71930 7.09628 -7.51704
Br30 -2.20895 8.36800 -4.60032
H24 -1.45209 6.19478 -5.56547
C16 -13.67618 -2.87591 7.35440
Br31 -14.81367 -4.45078 7.25345
Br32 -13.17824 -2.45898 9.18811
Br33 -12.11879 -3.03273 6.19924
H25 -14.26581 -2.03128 6.98326
C17 6.93981 -4.04015 -2.55279
Br34 6.66521 -2.75946 -3.99109
Br35 8.15116 -3.35399 -1.19408
Br36 5.25544 -4.63864 -1.78523
H26 7.42004 -4.91925 -2.99478
C18 -7.85206 4.77010 -6.00296
Br37 -6.69198 5.95114 -7.02455
Br38 -9.43534 4.26039 -7.01177
Br39 -6.89222 3.21790 -5.32929
H27 -8.19675 5.33598 -5.13131
C19 -0.05206 2.22010 -11.30069
Br40 1.10802 3.40114 -12.32228
Br41 -1.63534 1.71039 -12.30950
Br42 0.90778 0.66790 -10.62702
H28 -0.39675 2.78598 -10.42904
C20 1.79679 -1.65806 13.00753
Br43 2.84394 -2.96532 12.01818
Br44 2.49495 0.14436 12.78816
Br45 -0.09461 -1.76063 12.56425
H29 1.89059 -1.91032 14.06884

Values from the calculation:
Total energy in hartree: -117479.3567
HOMO-LUMO gap in eV: 7.56



5.
C20H29BrIN3OV | wB97M-V/def2-TZVPD

CARTESIAN COORDINATES (ANGSTROEM)
V1 -0.55740 -0.29834 -3.12248
N1 0.63555 0.86550 -4.38778
C1 1.37899 1.83495 -3.59488
C2 0.60159 2.17671 -2.38290
N2 0.32480 0.92250 -1.58615
C3 -0.47589 1.26546 -0.36719
C4 -0.33720 3.35179 1.25633
N3 -2.35850 0.04719 -4.06321
H1 1.09898 0.37900 -5.13198
H2 -0.05210 1.44309 -4.88136
H3 1.71668 2.68331 -4.22399
H4 2.30755 1.30284 -3.28606
H5 -0.33754 2.75461 -2.50184
H6 1.16713 2.73831 -1.77090
H7 1.27872 0.62815 -1.26437
H8 -0.75203 0.28607 0.02296
H9 -1.35086 1.84647 -0.64377
H10 0.23879 4.22152 1.49835
H11 -1.42385 3.49945 1.15548
H12 -2.53958 0.88311 -4.61176
H13 -3.09355 -0.62032 -4.18758
Br1 1.70521 -1.93032 -1.75578
C5 0.81767 -3.61536 -1.33709
C6 1.13374 -4.31016 -0.21119
C7 0.69329 -5.63277 -0.08122
C8 -0.01297 -6.21559 -1.08221
C9 -0.45002 -5.51908 -2.18310
C10 0.01898 -4.21018 -2.26664
I1 -1.03093 -3.03587 -3.68057
H14 1.66034 -3.83152 0.52501
H15 0.85725 -6.19426 0.82750
H16 -0.61998 -7.13769 -0.83132
H17 -1.07044 -5.98308 -2.92483
C11 0.23172 -1.28013 4.65988
C12 0.19520 -0.06175 3.77092
C13 1.24761 0.92076 3.71147
C14 1.12887 2.06741 2.95218
C15 2.18967 3.19095 3.08663
C16 -0.07884 2.17130 2.10694
C17 0.29199 2.20662 0.59495
O1 -2.16957 0.39620 -2.70712
C18 -1.21496 1.29565 2.24912
C19 -2.61809 1.58820 1.83229
C20 -1.08586 0.22650 3.13300
H18 -0.70085 -1.72063 5.10653
H19 0.99372 -1.20116 5.39067
H20 0.57072 -2.17545 4.02317
H21 2.19937 0.62895 4.23060
H22 2.39804 3.73272 2.17781
H23 3.08234 2.59397 3.43463
H24 1.80320 3.89654 3.81433
H25 1.37586 2.22258 0.63633
H26 -2.94529 1.98669 0.86330
H27 -2.84506 2.34806 2.58409
H28 -3.26381 0.72058 1.97806
H29 -1.95843 -0.35009 3.44675

Values from the calculation:
Total energy in hartree: -4833.6467
Charge: +3
2S+1: 3
HOMO-LUMO gap (spin up / spin down) in eV: 7.77 / 8.13



6.
C20H29CaClNP | wB97M-V/def2-TZVPD

CARTESIAN COORDINATES (ANGSTROEM)
C1 4.25586 -0.83554 1.98565
C2 4.01412 0.17170 1.04794
C3 2.70433 0.39933 0.53703
C4 1.65355 -0.37220 0.99732
C5 1.89806 -1.37593 1.92749
C6 3.19053 -1.60309 2.46833
C7 2.50487 1.52876 -0.45034
C8 1.96357 1.16082 -1.86054
N1 0.99622 0.04318 -1.90724
Ca1 -0.79920 0.39923 0.20811
C9 0.73948 -2.25094 2.34400
P1 -0.35921 -2.38185 0.84286
H1 4.83991 0.78050 0.68521
H2 3.38454 -2.38521 3.20154
H3 5.28042 -1.02358 2.32480
H4 0.08066 -1.78974 3.08605
H5 1.00454 -3.26435 2.64390
H6 1.81354 2.27416 -0.02233
H7 3.46045 2.03706 -0.60537
H8 1.47219 2.04330 -2.29793
C10 -1.86529 -3.26512 1.39522
C11 0.56627 -3.84568 0.12843
H9 2.83462 0.93004 -2.50485
C12 1.66502 -1.25369 -2.06221
C13 -0.02613 0.18109 -2.96465
H10 -1.49192 -0.73147 1.84842
H11 2.20533 -1.32946 -3.02835
H12 2.39182 -1.39065 -1.25579
H13 0.90830 -2.05167 -2.03315
H14 0.37698 0.06107 -3.99110
H15 -0.79191 -0.59814 -2.82542
H16 -0.50938 1.17133 -2.91785
H17 0.50112 -4.67952 0.85282
H18 0.06950 -4.12794 -0.81938
H19 1.62797 -3.57968 -0.04159
H20 -1.61089 -4.23066 1.85880
H21 -2.36075 -2.59259 2.11069
H22 -2.48770 -3.38788 0.48968
H23 -2.42700 -0.52670 -0.66560
Cl1 -2.10519 2.14936 2.49797
C14 -2.95582 2.67825 1.10942
C15 -4.33498 2.80128 1.12869
C16 -5.04368 3.16107 -0.02269
C17 -4.35396 3.31077 -1.25085
C18 -2.97357 3.11944 -1.29264
C19 -2.21304 2.92744 -0.09622
C20 -0.79650 2.85117 -0.13103
H24 -4.90381 2.63056 2.04511
H25 -6.12471 3.35028 0.00744
H26 -4.91086 3.57323 -2.14180
H27 -2.47015 3.11337 -2.26519
H28 -0.20241 2.98713 0.76819
H29 -0.28569 3.03837 -1.08699

Values from the calculation:
Total energy in hartree: -2313.1603
HOMO-LUMO gap (spin up / spin down) in eV: 5.00 / 4.80



Question: Among the records above, which one has the highest total energy?
Answer: C20H28NO3Re